1 | 2 unconnected molecules or ions with the total composition C5H13NO2, computed with ωB97M-V with the def2-TZVPD basis set.

Each line ends with the Löwdin charge.
Element x y z (Å)
C  1.234  -1.443  -0.161  -0.22
O  1.737  -0.853  -1.405  -0.10
C  0.715  -0.361  0.757  -0.18
C  -0.765  -0.588  1.146  -0.20
C  -1.681  0.602  0.748  -0.24
C  -4.009  0.814  0.490  -0.08
N  -3.010  0.056  0.452  -0.04
H  0.351  -1.954  -0.569  0.11
H  1.925  -2.166  0.258  0.11
H  1.506  -1.478  -2.094  0.07
H  1.170  -0.279  1.748  0.11
H  0.903  0.592  0.258  0.11
H  -1.248  -1.493  0.811  0.09
H  -0.934  -0.783  2.225  0.11
H  -1.700  1.397  1.496  0.11
H  -1.252  1.021  -0.164  0.11
H  -4.976  0.371  0.255  0.06
H  -4.052  1.881  0.736  0.08
H  4.030  1.076  -2.215  0.03
H  5.411  1.769  -2.687  0.04
O  4.645  1.819  -2.084  -0.08

LUMO in eV: 0.852
SMILES: C=NCCCCO.O
M in g mol⁻¹: 119.16
Frontier orbital gap in eV: 10.594
Highest occupied orbital energy in hartree: -0.358

***

2 | 3 unconnected molecules or ions with the total composition C5H13NO2, computed with ωB97M-V with the def2-TZVPD basis set.

Each line ends with the Löwdin charge.
Element x y z (Å)
C  1.448  0.317  -2.701  -0.12
C  0.324  -0.159  -1.786  -0.26
C  0.790  -0.366  -0.349  -0.09
C  -0.009  -0.942  0.547  -0.17
N  0.383  -1.426  1.785  -0.01
C  0.982  -0.972  2.789  -0.04
H  1.804  -0.486  -3.337  0.07
H  2.267  0.845  -2.228  0.06
H  1.067  1.089  -3.379  0.07
H  -0.254  -1.000  -2.169  0.10
H  -0.465  0.607  -1.729  0.10
H  1.803  -0.043  -0.156  0.10
H  -1.003  -1.242  0.256  0.07
H  1.066  -1.716  3.565  0.06
H  1.261  0.037  3.100  0.08
H  -1.316  3.549  2.064  0.04
H  0.065  3.772  2.180  0.03
O  -0.529  3.006  2.233  -0.07
H  -3.782  -1.735  -0.768  0.04
H  -2.523  -1.350  -0.019  -0.01
O  -3.377  -1.786  0.104  -0.05

LUMO in eV: 0.677
SMILES: C=N/C=C/CC.O.O
M in g mol⁻¹: 119.16
Frontier orbital gap in eV: 8.917
Highest occupied orbital energy in hartree: -0.303

***

1 is the most stable structure; the next one sits 0.0187 hartree above it.

***

1 | 2 unconnected molecules or ions with the total composition C5H13NO2, computed with ωB97M-V with the def2-TZVPD basis set.

Each line ends with the Löwdin charge.
Element x y z (Å)
C  0.143  0.996  -1.808  -0.33
C  1.454  0.215  -1.742  -0.08
O  -0.987  0.174  -1.955  -0.08
H  -1.125  -0.319  -1.130  0.05
H  0.147  1.643  -2.690  0.11
H  0.052  1.637  -0.918  0.10
H  2.290  0.901  -1.714  0.07
H  1.489  -0.398  -0.850  0.04
H  1.549  -0.431  -2.614  0.08
C  -0.667  -2.069  0.803  -0.08
C  -0.507  0.241  1.393  -0.51
N  -1.348  1.319  1.609  0.13
C  0.769  0.194  1.775  0.03
O  -1.201  -0.766  0.765  -0.13
H  -2.149  1.336  0.997  0.10
H  -0.890  2.208  1.716  0.10
H  -0.398  -2.352  1.835  0.11
H  -1.446  -2.722  0.449  0.09
H  0.226  -2.163  0.159  0.09
H  1.377  -0.682  1.665  0.05
H  1.221  1.040  2.254  0.06

LUMO in eV: 0.938
SMILES: C=C(N)OC.CCO
M in g mol⁻¹: 119.16
Frontier orbital gap in eV: 9.395
Highest occupied orbital energy in hartree: -0.311

***

2 | 2 unconnected molecules or ions with the total composition C5H13NO2, computed with ωB97M-V with the def2-TZVPD basis set.

Each line ends with the Löwdin charge.
Element x y z (Å)
C  1.822  -1.117  0.542  -0.15
N  1.316  0.079  -0.106  -0.08
C  0.058  0.626  0.475  -0.39
C  -0.477  1.574  -0.580  -0.14
C  -1.305  2.703  -0.053  -0.25
O  -1.394  2.941  1.124  0.06
C  -1.035  -0.389  0.889  -0.05
H  1.379  -1.325  1.516  0.08
H  2.893  -1.017  0.720  0.07
H  1.752  -2.086  0.043  0.06
H  1.089  -0.198  -1.055  0.08
H  0.402  1.115  1.382  0.13
H  0.413  2.017  -1.033  0.13
H  -0.898  0.997  -1.406  0.13
H  -1.866  3.298  -0.798  0.12
H  -0.748  -1.440  0.938  0.06
H  -1.269  -0.127  1.922  0.08
H  -1.942  -0.321  0.292  0.08
H  0.140  -2.308  -0.840  -0.01
H  -0.251  -2.922  -2.223  0.05
O  -0.082  -2.101  -1.749  -0.05

LUMO in eV: 0.618
SMILES: CN[C@H](C)CC=O.O
M in g mol⁻¹: 119.16
Frontier orbital gap in eV: 9.607
Highest occupied orbital energy in hartree: -0.330

***

1 is the most stable structure; the next one sits 0.0034 hartree above it.

***

1 | 2 unconnected molecules or ions with the total composition C5H13NO2, computed with ωB97M-V with the def2-TZVPD basis set.

Each line ends with the Löwdin charge.
Element x y z (Å)
C  0.377  0.099  1.192  -0.21
C  1.321  -1.017  1.767  -0.09
C  -0.596  -0.623  0.252  -0.22
N  -1.729  0.285  -0.077  -0.08
C  -1.510  1.196  -1.173  -0.21
C  -0.737  2.430  -0.714  -0.26
O  0.229  2.813  -1.329  0.04
H  0.967  0.774  0.579  0.10
H  -0.129  0.497  2.065  0.11
H  0.708  -1.880  2.018  0.07
H  1.979  -0.656  2.541  0.07
H  1.887  -1.356  0.899  0.04
H  -1.109  -1.451  0.736  0.12
H  -0.138  -0.892  -0.691  0.08
H  -2.531  -0.280  -0.301  0.10
H  -2.417  1.544  -1.665  0.12
H  -0.909  0.846  -2.026  0.12
H  -1.078  3.070  0.118  0.12
H  2.449  -1.931  -0.967  0.02
H  1.028  -1.678  -1.457  -0.01
O  1.936  -1.789  -1.765  -0.05

LUMO in eV: 0.788
SMILES: CCCNCC=O.O
M in g mol⁻¹: 119.16
Frontier orbital gap in eV: 10.214
Highest occupied orbital energy in hartree: -0.346

***

2 | 2 unconnected molecules or ions with the total composition C5H13NO2, computed with ωB97M-V with the def2-TZVPD basis set.

Each line ends with the Löwdin charge.
Element x y z (Å)
O  -2.639  -0.530  -0.023  0.06
C  -1.570  -0.669  -0.561  -0.26
C  -0.223  -0.447  0.088  -0.37
C  -0.045  1.142  0.401  -0.34
C  1.447  1.315  0.611  -0.10
C  -0.747  1.919  -0.670  -0.08
N  0.752  -0.894  -0.862  0.05
H  -1.545  -1.104  -1.580  0.13
H  -0.293  -0.792  1.118  0.12
H  -0.433  1.236  1.414  0.13
H  2.064  1.366  -0.293  0.08
H  1.705  2.301  1.014  0.08
H  1.851  0.587  1.313  0.08
H  -0.561  1.595  -1.698  0.09
H  -0.435  2.969  -0.761  0.08
H  -1.825  2.012  -0.549  0.08
H  0.886  -1.882  -0.924  0.06
H  1.692  -0.537  -0.788  0.06
H  -0.140  -3.898  0.580  0.05
H  0.435  -2.673  1.280  0.04
O  -0.376  -3.017  0.889  -0.05

LUMO in eV: 0.475
SMILES: CC(C)[C@H](N)C=O.O
M in g mol⁻¹: 119.16
Frontier orbital gap in eV: 9.706
Highest occupied orbital energy in hartree: -0.339

***

2 is the most stable structure; the next one sits 0.0046 hartree above it.

***

1 | 2 unconnected molecules or ions with the total composition C5H13NO2, computed with ωB97M-V with the def2-TZVPD basis set.

Each line ends with the Löwdin charge.
Element x y z (Å)
O  2.356  -2.774  -2.730  0.01
C  1.601  -2.353  -1.881  -0.30
N  1.992  -1.313  -1.041  -0.12
C  0.000  0.000  0.000  -0.08
C  3.177  0.498  -2.049  -0.09
C  1.249  -0.955  0.166  -0.22
C  3.310  -0.661  -1.120  -0.23
H  0.576  -2.737  -1.658  0.15
H  0.431  0.930  -0.408  0.06
H  -0.441  0.219  0.987  0.07
H  -0.802  -0.342  -0.676  0.07
H  2.437  1.258  -1.745  0.07
H  2.914  0.133  -3.056  0.09
H  4.171  0.975  -2.095  0.08
H  1.910  -0.402  0.861  0.11
H  0.897  -1.865  0.688  0.11
H  3.647  -0.336  -0.117  0.12
H  4.072  -1.356  -1.523  0.12
O  5.222  -5.248  -2.469  -0.09
H  4.502  -4.578  -2.439  0.03
H  4.886  -5.997  -1.926  0.05

LUMO in eV: 0.792
SMILES: CCN(C=O)CC.O
M in g mol⁻¹: 119.16
Frontier orbital gap in eV: 10.149
Highest occupied orbital energy in hartree: -0.344

***

2 | 2 unconnected molecules or ions with the total composition C5H13NO2, computed with ωB97M-V with the def2-TZVPD basis set.

Each line ends with the Löwdin charge.
Element x y z (Å)
O  -2.378  2.058  1.010  0.04
C  -1.938  0.937  1.009  -0.27
C  -0.465  0.675  1.229  -0.18
C  0.098  -0.456  0.392  -0.21
C  1.618  -0.519  0.283  -0.24
C  2.637  -2.802  0.580  -0.12
N  2.226  -1.521  1.217  -0.12
H  -2.625  0.121  0.704  0.13
H  0.003  1.667  1.133  0.12
H  -0.201  0.533  2.282  0.13
H  -0.274  -0.514  -0.644  0.11
H  -0.216  -1.363  0.906  0.11
H  1.960  -0.499  -0.754  0.11
H  2.063  0.399  0.674  0.10
H  2.506  -2.758  -0.504  0.07
H  3.693  -3.048  0.713  0.07
H  2.036  -3.559  1.072  0.06
H  2.891  -1.091  1.837  0.09
H  -1.775  1.551  -3.656  0.03
H  -1.453  2.300  -4.927  0.03
O  -2.071  1.651  -4.571  -0.06

LUMO in eV: 0.618
SMILES: CNCCCC=O.O
M in g mol⁻¹: 119.16
Frontier orbital gap in eV: 9.554
Highest occupied orbital energy in hartree: -0.328

***

1 is the most stable structure; the next one sits 0.0475 hartree above it.